Version a
Computed, not measured: a 8-piece molecular cluster, H18NO7 overall, with ωB97M-V/def2-TZVPD.

Last column: Mulliken charge in e.
CARTESIAN COORDINATES (ANGSTROEM)
N: -0.21 -0.17 0.03  -0.37
H: -0.28 0.87 0.36  0.40
H: -0.18 -0.10 -0.96  0.21
H: -0.90 -0.80 0.31  0.31
H: 0.80 -0.63 0.47  0.40
O: 1.83 -2.08 -1.07  -0.64
H: 1.72 -2.83 -0.53  0.28
H: 2.62 -2.14 -1.77  0.36
O: -2.03 1.47 1.86  -0.58
H: -2.55 0.78 2.38  0.31
H: -2.22 2.23 2.36  0.29
O: 0.21 -1.10 -3.24  -0.63
H: 1.06 -1.41 -2.80  0.29
H: 0.73 -0.41 -3.79  0.36
O: 0.71 2.97 1.92  -0.60
H: 0.89 3.51 1.25  0.30
H: -0.23 3.22 2.21  0.28
O: -2.93 -0.02 -1.44  -0.63
H: -2.37 0.56 -2.13  0.34
H: -3.65 0.38 -1.09  0.29
O: 0.06 -2.87 1.92  -0.60
H: 1.02 -3.03 2.18  0.33
H: -0.40 -3.64 2.14  0.30
O: 2.13 1.45 -0.14  -0.57
H: 2.05 1.94 0.56  0.25
H: 2.13 1.86 -0.97  0.31

The LUMO energy comes out at -3.02 eV. As for the net charge: +1. The calculation puts the frontier orbital gap at 11.6 eV.


Version b
Computed, not measured: a 8-piece molecular cluster, H18NO7 overall, with ωB97M-V/def2-TZVPD.

Last column: Mulliken charge in e.
CARTESIAN COORDINATES (ANGSTROEM)
N: 0.36 -0.04 0.14  -0.26
H: 1.25 -0.18 0.59  0.45
H: -0.29 -0.78 0.36  0.25
H: 0.50 -0.09 -0.86  0.40
H: 0.04 0.88 0.41  0.32
O: 2.08 2.37 -2.82  -0.60
H: 2.88 2.89 -2.89  0.32
H: 2.29 1.68 -2.19  0.28
O: 2.95 -0.51 0.59  -0.62
H: 3.56 -1.20 0.84  0.30
H: 3.47 0.07 0.03  0.29
O: 0.30 2.56 0.71  -0.65
H: 0.83 3.35 0.65  0.29
H: -0.24 2.70 1.49  0.31
O: -1.01 -2.74 0.31  -0.65
H: -1.37 -2.85 -0.57  0.32
H: -1.76 -2.81 0.90  0.30
O: -2.64 -0.25 0.73  -0.60
H: -3.25 -0.83 0.26  0.29
H: -3.05 0.61 0.69  0.27
O: -0.13 -0.51 -2.50  -0.64
H: -1.08 -0.40 -2.47  0.27
H: 0.03 -0.91 -3.36  0.31
O: -1.71 -0.70 3.15  -0.63
H: -1.75 -1.61 3.46  0.32
H: -2.21 -0.69 2.34  0.35

The LUMO energy comes out at -3.10 eV. As for the net charge: +1. The calculation puts the frontier orbital gap at 10.9 eV.


Version c
Computed, not measured: a 8-piece molecular cluster, H18NO7 overall, with ωB97M-V/def2-TZVPD.

Last column: Mulliken charge in e.
CARTESIAN COORDINATES (ANGSTROEM)
N: -1.07 0.22 0.41  -0.19
H: -1.23 0.42 1.30  0.36
H: -0.56 1.04 0.08  0.23
H: -1.86 0.16 -0.23  0.33
H: -0.56 -0.52 0.11  0.22
O: 0.92 -2.87 1.08  -0.55
H: 0.59 -3.76 1.02  0.30
H: 1.73 -2.87 1.47  0.27
O: 1.31 1.34 2.16  -0.65
H: 1.38 0.82 2.91  0.31
H: 2.16 1.03 1.62  0.37
O: 0.98 2.58 -1.37  -0.62
H: 1.56 3.37 -1.31  0.29
H: 0.26 2.69 -1.98  0.30
O: 0.05 -0.97 -2.17  -0.48
H: 0.66 -0.73 -2.79  0.26
H: 0.02 -1.85 -2.04  0.24
O: -2.56 0.33 -2.70  -0.66
H: -1.56 0.23 -2.86  0.36
H: -2.80 -0.57 -2.38  0.32
O: 2.70 0.74 -0.27  -0.76
H: 1.89 1.37 -0.79  0.44
H: 3.50 1.42 -0.43  0.32
O: -2.23 -1.40 2.95  -0.62
H: -2.26 -0.64 3.54  0.33
H: -3.04 -1.55 2.69  0.29

The LUMO energy comes out at -3.18 eV. As for the net charge: +1. The calculation puts the frontier orbital gap at 10.9 eV.


It comes down to version b, which is 2.559 eV more stable than the next structure.


Version a
Computed, not measured: an isolated ion of composition C2H7N4 and charge +1, with ωB97M-V/def2-TZVPD.

Last column: Mulliken charge in e.
CARTESIAN COORDINATES (ANGSTROEM)
N: -1.78 -1.17 0.31  -0.64
N: -0.59 -0.76 -0.30  0.13
C: 0.13 0.52 -0.05  -0.39
C: 1.64 0.16 0.17  -0.25
N: 1.65 -1.23 0.17  0.11
N: 0.71 -1.87 0.00  -0.10
H: -1.77 -1.02 1.32  0.29
H: -2.58 -0.67 -0.07  0.29
H: -0.72 -0.92 -1.31  0.40
H: -0.26 1.00 0.85  0.31
H: 0.04 1.19 -0.90  0.30
H: 2.31 0.48 -0.63  0.28
H: 2.07 0.50 1.11  0.27

The LUMO energy comes out at -4.10 eV. As for the net charge: +1. The calculation puts the frontier orbital gap at 11.0 eV. Its SMILES is N[N@H+]1CCN=N1.


Version b
Computed, not measured: a 3-piece molecular cluster, C2H7N4 overall, with ωB97M-V/def2-TZVPD.

Last column: Mulliken charge in e.
CARTESIAN COORDINATES (ANGSTROEM)
C: 0.31 -1.29 -0.07  -1.04
C: 0.66 -0.04 -0.80  0.58
N: 4.23 -0.03 0.60  -0.33
N: 3.30 0.11 0.03  0.34
N: 1.69 0.48 -1.23  -0.21
N: -0.34 1.29 0.30  -0.72
H: 0.91 -1.34 0.84  0.34
H: 0.58 -2.14 -0.71  0.34
H: -0.74 -1.36 0.17  0.36
H: 0.04 0.20 -1.70  0.37
H: -0.06 2.23 0.00  0.33
H: -0.10 1.19 1.28  0.31
H: -1.35 1.20 0.21  0.31

The LUMO energy comes out at -6.24 eV. As for the net charge: +1. The calculation puts the frontier orbital gap at 9.1 eV.


Version c
Computed, not measured: a 2-piece molecular cluster, C2H7N4 overall, with ωB97M-V/def2-TZVPD.

Last column: Mulliken charge in e.
CARTESIAN COORDINATES (ANGSTROEM)
C: 1.55 -0.80 -1.87  -0.25
C: -0.81 1.61 1.71  -0.52
N: -0.72 -0.73 0.84  1.08
N: -0.64 -1.87 0.70  -0.76
N: 0.45 -0.21 -1.62  -0.45
N: -0.95 0.39 1.04  -0.11
H: 1.98 -0.83 -2.79  0.31
H: 2.01 -1.46 -1.05  0.21
H: -1.82 1.90 2.23  0.29
H: -0.72 2.28 0.93  0.31
H: -0.03 1.57 2.48  0.32
H: -0.32 -2.19 -0.21  0.36
H: 0.03 0.33 -2.39  0.22

The LUMO energy comes out at -4.98 eV. As for the net charge: +1. The calculation puts the frontier orbital gap at 9.6 eV.


Version d
Computed, not measured: an isolated ion of composition C2H7N4 and charge +1, with ωB97M-V/def2-TZVPD.

Last column: Mulliken charge in e.
CARTESIAN COORDINATES (ANGSTROEM)
C: 0.73 0.35 -0.51  0.20
C: -0.74 -1.04 0.50  -0.33
N: -1.28 0.87 -0.70  -0.76
N: 0.64 -0.59 0.32  -0.11
N: 1.76 0.94 -0.98  -0.33
N: -1.48 0.27 0.42  0.17
H: -1.09 -1.63 -0.43  0.31
H: -0.73 -1.60 1.47  0.35
H: 1.39 -0.92 0.83  0.20
H: 1.76 1.70 -1.76  0.31
H: 2.74 0.68 -0.89  0.25
H: -2.56 0.06 0.49  0.41
H: -1.14 0.91 1.23  0.34

The LUMO energy comes out at -3.89 eV. As for the net charge: +1. The calculation puts the frontier orbital gap at 8.8 eV.


It comes down to version a, which is 0.154 eV more stable than the next structure.


Version a
Computed, not measured: an isolated ion of composition C8H11N2 and charge +1, with ωB97M-V/def2-TZVPD.

Last column: Mulliken charge in e.
CARTESIAN COORDINATES (ANGSTROEM)
C: 0.90 0.16 -2.67  -0.35
C: 1.16 1.06 -1.65  -0.25
N: 0.29 0.72 -0.63  0.26
C: -0.34 -0.40 -0.91  -0.02
N: -0.03 -0.75 -2.23  -0.07
C: -1.04 -0.85 0.35  -0.30
C: 0.11 -1.23 1.37  -0.80
C: 0.70 0.22 1.76  -0.66
C: -0.04 1.09 0.72  -0.31
C: -1.42 0.56 0.89  -0.71
H: 1.23 -0.06 -3.68  0.42
H: 1.60 2.10 -1.61  0.37
H: -0.36 -1.61 -2.57  0.21
H: -1.68 -1.66 0.34  0.59
H: 0.80 -1.95 1.02  0.37
H: -0.44 -1.65 2.18  0.39
H: 0.48 0.51 2.81  0.35
H: 1.84 0.15 1.65  0.32
H: 0.21 2.13 0.74  0.45
H: -2.08 0.91 0.16  0.40
H: -1.88 0.56 1.97  0.33

The LUMO energy comes out at -2.71 eV. As for the net charge: +1. The calculation puts the frontier orbital gap at 11.1 eV. Its SMILES is c1cn2c([nH+]1)[C@H]1CC[C@@H]2C1.


Version b
Computed, not measured: an isolated ion of composition C8H11N2 and charge +1, with ωB97M-V/def2-TZVPD.

Last column: Mulliken charge in e.
CARTESIAN COORDINATES (ANGSTROEM)
C: -1.05 -1.68 -0.80  -1.31
C: -0.58 -0.77 0.41  0.15
C: 0.87 -0.53 0.41  -0.05
C: 2.08 -1.14 0.43  -0.33
C: 2.98 -0.13 0.05  -0.45
C: 2.32 0.99 -0.36  -0.45
N: 1.03 0.79 0.01  0.24
C: -0.10 1.48 0.00  -0.10
N: -1.11 0.71 0.15  0.05
C: -2.45 1.21 0.42  -1.07
H: -0.63 -2.57 -0.64  0.45
H: -0.67 -1.28 -1.71  0.41
H: -2.21 -1.75 -0.90  0.34
H: -1.07 -1.15 1.29  0.35
H: 2.08 -2.21 0.78  0.38
H: 4.10 -0.33 0.10  0.36
H: 2.82 1.85 -0.73  0.39
H: -0.11 2.51 -0.30  0.48
H: -2.42 2.05 1.05  0.45
H: -3.00 0.47 0.91  0.39
H: -2.89 1.48 -0.56  0.33

The LUMO energy comes out at -4.30 eV. As for the net charge: +1. The calculation puts the frontier orbital gap at 8.5 eV. Its SMILES is C[C@H]1c2cccn2C=[N+]1C.


It comes down to version a, which is 0.923 eV more stable than the next structure.


Version a
Computed, not measured: one molecule with the formula C3H6N2O3, with ωB97M-V/def2-TZVPD.

Last column: Mulliken charge in e.
CARTESIAN COORDINATES (ANGSTROEM)
N: -0.69 1.02 1.90  -0.46
C: 0.08 -0.13 1.59  -0.41
C: 0.58 0.00 0.15  0.72
O: 1.36 0.85 -0.21  -0.66
N: -0.09 -0.81 -0.77  -0.18
C: -0.06 -0.72 -2.17  0.50
O: -0.69 -1.49 -2.83  -0.54
O: 0.70 0.24 -2.70  -0.46
H: -0.28 1.94 1.82  0.19
H: -1.69 1.07 1.95  0.17
H: 0.99 -0.21 2.16  0.24
H: -0.54 -1.03 1.70  0.28
H: -0.57 -1.67 -0.54  0.22
H: 0.90 0.94 -2.06  0.39

The LUMO energy comes out at 0.56 eV. The calculation puts the frontier orbital gap at 10.1 eV. Its SMILES is NCC(=O)NC(=O)O.


Version b
Computed, not measured: one molecule with the formula C3H6N2O3, with ωB97M-V/def2-TZVPD.

Last column: Mulliken charge in e.
CARTESIAN COORDINATES (ANGSTROEM)
C: 2.32 -0.11 -0.31  -0.70
C: 1.21 0.77 -0.42  -0.18
N: 0.10 0.13 -0.07  0.32
O: 0.44 -1.07 0.40  -0.71
C: -1.17 0.75 0.00  0.54
O: -1.37 2.01 0.11  -0.66
N: -2.26 -0.05 -0.09  -0.19
O: -2.05 -1.43 -0.49  -0.45
H: 3.33 0.30 -0.35  0.27
H: 1.98 -1.15 0.01  0.33
H: 1.31 1.99 -0.26  0.26
H: 0.75 -0.90 1.24  0.38
H: -3.28 0.52 -0.14  0.33
H: -1.29 -1.76 0.37  0.46

The LUMO energy comes out at 0.26 eV. The calculation puts the frontier orbital gap at 8.9 eV. Its SMILES is C=CN(O)C(=O)NO.


It comes down to version a, which is 8.305 eV more stable than the next structure.


Version a
Computed, not measured: C3H6N2O3 as an isolated structure, with ωB97M-V/def2-TZVPD.

Last column: Mulliken charge in e.
CARTESIAN COORDINATES (ANGSTROEM)
C: -1.02 -0.79 -0.34  -0.39
C: 0.16 0.21 0.01  0.33
C: -0.25 1.14 1.13  0.62
H: 0.30 -1.51 -1.86  0.34
H: -1.25 -2.48 -1.61  0.28
H: -2.03 -0.33 -0.07  0.30
H: -1.02 -1.47 0.75  0.18
H: 2.86 0.41 -1.05  0.44
H: 0.44 2.67 2.22  0.35
N: -0.97 -1.42 -1.57  -0.65
N: 1.30 -0.04 -0.65  -0.43
O: 2.39 0.33 -0.05  -0.36
O: 0.50 2.18 1.44  -0.42
O: -1.42 1.11 1.64  -0.60

The LUMO energy comes out at -0.21 eV. The calculation puts the frontier orbital gap at 8.8 eV.


Version b
Computed, not measured: one molecule with the formula C3H6N2O3, with ωB97M-V/def2-TZVPD.

Last column: Mulliken charge in e.
CARTESIAN COORDINATES (ANGSTROEM)
C: -1.79 0.46 1.04  -0.97
C: -0.71 1.17 0.38  0.23
O: 0.53 1.02 0.88  -0.33
N: 0.90 -0.38 0.91  -0.28
C: 0.88 -0.86 -0.45  0.38
O: 1.47 -1.99 -0.55  -0.64
N: -0.16 -0.36 -1.30  -0.12
O: -0.78 0.78 -1.07  -0.31
H: -2.63 0.87 0.51  0.34
H: -1.89 0.89 2.05  0.31
H: -1.77 -0.66 0.92  0.30
H: -0.94 2.16 0.55  0.47
H: 1.97 -0.55 1.17  0.35
H: -0.02 -0.63 -2.29  0.28

The LUMO energy comes out at 0.67 eV. The calculation puts the frontier orbital gap at 9.7 eV. Its SMILES is CC1ONC(=O)NO1.


It comes down to version b, which is 0.717 eV more stable than the next structure.